{
  "formula": "C43H63ClMnN5OP",
  "method": "ωB97M-V with the def2-TZVPD basis set",
  "spin_multiplicity": 6,
  "relative_energy_ev": 0.000,
  "s_squared": 8.76,
  "e_tot_ev": -108244.253,
  "fmax_ev_per_a": 0.6,
  "e_lumo_ev": [0.220, 0.218],
  "elements": ["Mn", "C", "C", "C", "C", "C", "C", "C", "C", "C", "C", "C", "C", "C", "C", "C", "C", "C", "C", "C", "C", "C", "P", "C", "C", "C", "C", "C", "C", "C", "C", "H", "H", "H", "H", "H", "H", "H", "H", "H", "H", "H", "H", "H", "H", "H", "H", "H", "H", "H", "H", "H", "H", "H", "H", "H", "H", "H", "H", "H", "H", "H", "H", "H", "H", "H", "H", "H", "H", "H", "H", "H", "H", "H", "H", "H", "C", "N", "C", "C", "O", "N", "C", "C", "H", "H", "H", "H", "H", "H", "H", "H", "H", "H", "H", "H", "N", "C", "N", "C", "N", "Cl", "C", "C", "C", "C", "C", "C", "C", "H", "H", "H", "H", "H", "H"],
  "coordinates": [[0.197, 0.174, 0.686], [4.456, -0.531, -0.432], [3.980, -0.890, -1.839], [4.632, -2.187, -2.325], [2.474, -0.990, -1.913], [1.754, -1.781, -1.026], [0.362, -1.871, -1.065], [-0.249, -3.133, -0.476], [-0.132, -4.242, -1.533], [0.426, -3.617, 0.813], [-0.360, -1.007, -1.942], [0.372, -0.381, -2.975], [1.764, -0.382, -2.928], [-0.265, 0.157, -4.248], [0.435, 1.397, -4.822], [-0.234, -0.950, -5.313], [-1.878, -0.910, -1.961], [-2.535, -1.828, -2.783], [-3.902, -1.800, -3.002], [-4.667, -0.813, -2.405], [-4.045, 0.103, -1.574], [-2.673, 0.072, -1.306], [-2.039, 1.316, -0.083], [-2.013, 2.923, -1.065], [-1.377, 3.998, -0.173], [-3.332, 3.405, -1.678], [-1.091, 2.681, -2.255], [-3.307, 1.559, 1.338], [-4.122, 0.314, 1.694], [-4.325, 2.692, 1.174], [-2.419, 1.897, 2.547], [5.528, -0.328, -0.436], [4.277, -1.350, 0.269], [3.942, 0.351, -0.053], [4.281, -0.084, -2.514], [4.331, -3.027, -1.693], [5.719, -2.109, -2.283], [4.342, -2.416, -3.351], [2.291, -2.410, -0.327], [-1.299, -2.954, -0.290], [0.915, -4.410, -1.792], [-0.667, -3.998, -2.450], [-0.539, -5.177, -1.141], [1.330, -4.189, 0.592], [-0.242, -4.285, 1.361], [0.703, -2.796, 1.474], [2.313, 0.146, -3.700], [-1.312, 0.385, -4.052], [1.269, 1.106, -5.465], [0.832, 2.056, -4.053], [-0.259, 1.970, -5.438], [0.796, -1.262, -5.499], [-0.651, -0.579, -6.252], [-0.802, -1.829, -5.014], [-1.942, -2.583, -3.280], [-4.358, -2.534, -3.653], [-5.734, -0.757, -2.577], [-4.648, 0.871, -1.106], [-2.011, 4.302, 0.660], [-1.178, 4.886, -0.778], [-0.421, 3.654, 0.229], [-4.110, 3.659, -0.969], [-3.726, 2.669, -2.380], [-3.109, 4.308, -2.254], [-0.202, 2.120, -1.989], [-0.777, 3.644, -2.665], [-1.627, 2.147, -3.035], [-4.715, -0.067, 0.865], [-4.814, 0.590, 2.495], [-3.491, -0.477, 2.068], [-5.076, 2.472, 0.414], [-3.876, 3.656, 0.956], [-4.852, 2.793, 2.127], [-1.701, 1.101, 2.758], [-3.047, 2.031, 3.433], [-1.851, 2.817, 2.402], [-2.945, -2.312, 4.588], [-1.866, -2.061, 3.644], [-0.814, -1.205, 4.159], [-2.030, -2.177, 2.302], [-1.450, -1.423, 1.499], [-2.890, -3.174, 1.909], [-3.543, -3.155, 0.618], [-2.948, -4.452, 2.595], [-3.174, -1.381, 5.114], [-2.659, -3.060, 5.330], [-3.842, -2.642, 4.074], [-0.456, -1.620, 5.100], [-1.179, -0.190, 4.342], [0.012, -1.150, 3.457], [-3.334, -2.221, 0.113], [-4.624, -3.256, 0.751], [-3.199, -3.982, -0.009], [-2.264, -4.467, 3.438], [-2.654, -5.245, 1.900], [-3.957, -4.673, 2.953], [1.370, 1.498, -0.486], [2.041, 2.286, -1.036], [2.692, 3.057, -1.800], [3.407, 4.112, -1.470], [4.048, 5.056, -1.278], [2.470, -0.616, 5.222], [1.671, 0.885, 4.787], [1.351, 1.743, 5.832], [0.834, 2.998, 5.566], [0.670, 3.386, 4.240], [0.975, 2.509, 3.219], [1.459, 1.206, 3.443], [1.716, 0.320, 2.294], [1.540, 1.425, 6.849], [0.594, 3.670, 6.378], [0.303, 4.377, 4.005], [0.839, 2.817, 2.186], [2.170, -0.630, 2.579], [2.394, 0.824, 1.604]],
  "mulliken_spin": [4.688, -0.003, -0.005, 0.001, 0.025, -0.010, 0.103, 0.042, -0.006, 0.032, -0.060, 0.062, -0.006, -0.001, 0.002, 0.002, -0.043, 0.002, 0.002, 0.000, 0.002, -0.093, 0.454, -0.042, 0.022, 0.002, 0.022, -0.093, 0.013, -0.001, 0.067, 0.000, 0.003, 0.002, 0.000, 0.000, 0.000, 0.000, 0.011, 0.026, 0.000, 0.000, 0.000, 0.002, 0.002, 0.004, 0.002, -0.002, 0.000, -0.001, 0.000, 0.000, 0.000, 0.000, 0.000, 0.000, 0.000, -0.002, 0.003, 0.001, -0.016, 0.001, -0.001, 0.000, 0.012, 0.001, 0.000, 0.000, 0.000, 0.000, 0.001, 0.001, -0.001, 0.046, -0.001, 0.009, 0.001, 0.004, 0.003, -0.058, -0.383, 0.004, 0.001, 0.001, 0.000, 0.000, 0.000, -0.001, 0.007, 0.015, 0.003, 0.000, 0.000, 0.000, 0.000, 0.000, -0.052, 0.076, 0.011, -0.002, 0.005, 0.001, 0.010, -0.001, 0.004, 0.014, 0.026, -0.195, 0.290, 0.000, 0.001, 0.000, -0.028, -0.016, -0.019]
}



{
  "formula": "C43H63NO8",
  "method": "ωB97M-V with the def2-TZVPD basis set",
  "spin_multiplicity": 2,
  "s_squared": 0.75,
  "charge": -1,
  "e_tot_ev": -63474.073,
  "fmax_ev_per_a": 6.4,
  "e_lumo_ev": [2.417, 2.410],
  "elements": ["C", "N", "O", "O", "H", "H", "H", "C", "O", "C", "C", "O", "C", "H", "H", "H", "H", "H", "H", "H", "H", "H", "H", "C", "O", "C", "C", "O", "C", "H", "H", "H", "H", "H", "H", "H", "H", "H", "H", "C", "O", "C", "C", "O", "C", "H", "H", "H", "H", "H", "H", "H", "H", "H", "H", "C", "C", "C", "C", "C", "C", "H", "H", "H", "H", "H", "H", "C", "C", "C", "C", "C", "C", "H", "H", "H", "H", "H", "H", "C", "C", "C", "C", "C", "C", "H", "H", "H", "H", "H", "H", "C", "C", "C", "C", "C", "C", "H", "H", "H", "H", "H", "H", "C", "C", "C", "C", "C", "C", "H", "H", "H", "H", "H", "H"],
  "coordinates": [[-0.675, -1.293, 0.417], [-1.176, 0.174, 0.482], [-1.615, 0.639, -0.550], [-1.269, 0.757, 1.552], [-0.582, -1.725, -0.580], [-1.387, -1.992, 0.857], [0.287, -1.297, 0.929], [2.932, 4.600, -5.370], [2.177, 5.048, -4.225], [2.524, 4.342, -3.035], [1.476, 4.472, -1.900], [0.305, 3.774, -2.422], [-0.666, 3.717, -1.423], [2.679, 5.247, -6.209], [2.629, 3.577, -5.595], [3.998, 4.515, -5.158], [3.468, 4.701, -2.626], [2.659, 3.281, -3.245], [1.256, 5.493, -1.588], [1.935, 3.878, -1.109], [-0.872, 4.691, -0.979], [-0.342, 3.012, -0.658], [-1.566, 3.184, -1.729], [2.568, 1.055, -0.221], [3.170, -0.146, 0.142], [3.459, -0.276, 1.527], [4.689, 0.554, 2.056], [5.576, -0.091, 3.000], [5.107, -0.151, 4.376], [1.600, 1.107, 0.275], [2.377, 0.998, -1.293], [3.078, 1.990, 0.008], [3.660, -1.323, 1.754], [2.581, -0.282, 2.172], [4.351, 1.508, 2.463], [5.263, 0.923, 1.206], [5.907, -0.579, 4.979], [4.188, -0.735, 4.422], [4.880, 0.850, 4.743], [1.129, -4.474, 2.519], [1.266, -3.919, 1.213], [0.953, -4.737, 0.139], [1.424, -4.166, -1.228], [2.817, -4.351, -1.622], [3.734, -3.619, -0.859], [0.150, -4.844, 2.824], [1.539, -3.809, 3.279], [1.762, -5.358, 2.598], [-0.137, -4.757, 0.161], [1.369, -5.742, 0.213], [1.091, -3.128, -1.234], [0.829, -4.630, -2.015], [3.409, -2.578, -0.869], [4.755, -3.535, -1.229], [3.724, -3.853, 0.205], [-4.065, -2.258, 1.949], [-5.322, -1.844, 1.504], [-6.275, -2.813, 1.197], [-5.945, -4.123, 1.328], [-4.673, -4.513, 1.738], [-3.746, -3.597, 2.089], [-3.326, -1.491, 2.126], [-5.667, -0.821, 1.529], [-7.255, -2.474, 0.895], [-6.755, -4.798, 1.092], [-4.446, -5.569, 1.747], [-2.803, -3.934, 2.493], [-6.853, 3.112, 1.963], [-6.690, 4.232, 1.182], [-5.401, 4.650, 0.783], [-4.359, 3.718, 1.046], [-4.556, 2.470, 1.664], [-5.804, 2.193, 2.130], [-7.833, 2.905, 2.366], [-7.581, 4.797, 0.952], [-5.338, 5.558, 0.201], [-3.361, 3.936, 0.696], [-3.782, 1.734, 1.825], [-5.951, 1.315, 2.741], [1.471, 1.678, 5.675], [1.129, 1.863, 4.356], [1.775, 2.944, 3.730], [2.543, 3.917, 4.390], [2.785, 3.730, 5.722], [2.288, 2.561, 6.292], [0.981, 0.887, 6.223], [0.393, 1.244, 3.864], [1.553, 3.149, 2.694], [2.880, 4.824, 3.910], [3.490, 4.329, 6.279], [2.461, 2.329, 7.333], [-1.752, -1.402, -3.473], [-2.969, -0.959, -3.036], [-3.656, -1.794, -2.158], [-3.205, -3.082, -1.750], [-1.958, -3.511, -2.297], [-1.218, -2.661, -3.101], [-1.149, -0.722, -4.056], [-3.313, 0.039, -3.264], [-4.571, -1.368, -1.772], [-3.958, -3.657, -1.231], [-1.572, -4.472, -1.991], [-0.245, -2.907, -3.501], [2.010, -0.856, -6.179], [2.656, -1.837, -5.430], [2.576, -1.790, -4.034], [1.852, -0.800, -3.393], [1.235, 0.165, -4.196], [1.294, 0.108, -5.534], [2.085, -0.951, -7.252], [3.266, -2.561, -5.950], [3.208, -2.489, -3.507], [1.674, -0.825, -2.328], [0.593, 0.926, -3.777], [0.711, 0.869, -6.031]],
  "mulliken_spin": [-0.018, 0.488, 0.231, 0.215, -0.015, 0.045, 0.000, 0.000, 0.000, 0.000, 0.001, 0.000, -0.012, 0.000, 0.000, 0.000, 0.000, 0.000, 0.000, 0.001, -0.002, 0.018, -0.003, -0.030, 0.001, 0.004, 0.000, 0.000, 0.000, 0.020, 0.011, -0.002, 0.003, 0.002, 0.000, 0.000, 0.000, 0.000, 0.000, 0.005, -0.002, 0.004, -0.007, 0.000, 0.000, 0.000, 0.000, 0.000, 0.004, 0.000, 0.005, 0.000, 0.000, 0.000, 0.000, -0.039, -0.009, 0.007, 0.000, 0.006, 0.014, 0.049, -0.004, 0.000, -0.001, -0.001, -0.013, -0.002, 0.001, 0.000, 0.005, -0.012, -0.002, -0.001, 0.000, 0.000, 0.003, 0.013, -0.001, 0.003, 0.025, 0.004, 0.007, 0.000, -0.001, 0.000, -0.032, 0.003, 0.000, 0.000, 0.000, 0.024, -0.010, 0.006, 0.002, 0.005, -0.006, 0.000, -0.003, -0.004, -0.002, -0.001, 0.000, 0.000, 0.000, 0.000, -0.005, -0.004, 0.004, 0.000, 0.000, 0.000, 0.003, 0.004, 0.000]
}